{"formula": "C28H45BrCsGeN2SbSe4Si", "method": "ωB97M-V/def2-TZVPD", "species": ["Cs", "C", "C", "N", "C", "C", "C", "C", "C", "C", "C", "C", "C", "N", "C", "H", "H", "H", "H", "H", "H", "H", "H", "C", "Ge", "C", "C", "C", "H", "H", "H", "H", "H", "H", "H", "H", "H", "H", "C", "C", "C", "C", "Si", "Br", "C", "C", "C", "C", "C", "C", "C", "C", "H", "H", "H", "H", "H", "H", "H", "H", "H", "H", "H", "H", "H", "H", "H", "H", "H", "H", "H", "H", "H", "H", "H", "H", "H", "H", "H", "Se", "Sb", "Se", "Se", "Se"], "xyz": [[-0.85806, -1.97239, -0.73865], [-3.70679, 2.38737, 1.57963], [-2.94216, 1.39893, 0.92911], [-2.72502, 0.20816, 1.43185], [-3.28391, -0.08914, 2.62172], [-4.05107, 0.82028, 3.35553], [-4.25336, 2.09474, 2.79954], [-4.60255, 0.42623, 4.63157], [-4.40230, -0.81084, 5.12369], [-3.63529, -1.78578, 4.38549], [-3.41253, -3.09728, 4.83901], [-2.68008, -3.96213, 4.06903], [-2.17119, -3.50453, 2.83778], [-2.37063, -2.28224, 2.40072], [-3.08276, -1.43277, 3.15228], [-3.85226, 3.35128, 1.11079], [-2.50285, 1.59522, -0.04350], [-4.84805, 2.82525, 3.33733], [-5.18761, 1.15276, 5.18416], [-4.82151, -1.10091, 6.08046], [-3.82640, -3.41038, 5.79130], [-2.48856, -4.97896, 4.38308], [-1.58130, -4.16410, 2.20781], [-5.75890, -2.35298, -4.57934], [-4.47912, -2.46711, -3.05933], [-3.19107, -3.85825, -3.59181], [-5.55607, -3.30685, -1.61155], [-3.58252, -0.91958, -2.37036], [-6.15651, -3.34310, -4.82031], [-5.26212, -1.95670, -5.46777], [-6.59405, -1.69413, -4.32908], [-3.68393, -4.71139, -4.06518], [-2.64558, -4.25441, -2.73138], [-2.44933, -3.46326, -4.28848], [-5.91616, -4.30081, -1.89144], [-6.41579, -2.68000, -1.36172], [-4.93377, -3.40369, -0.71945], [-4.02744, -0.00243, -2.80105], [4.18741, -0.13181, 1.22971], [4.12926, 0.40861, -0.20697], [3.72684, -0.78037, -1.09742], [5.54380, 0.86441, -0.60702], [2.88846, 1.85146, -0.34566], [0.83637, 0.93454, -0.22145], [2.93289, 3.06787, 1.14813], [4.36502, 3.55294, 1.42465], [2.04912, 4.29559, 0.88693], [2.39566, 2.42036, 2.43539], [2.92847, 2.76011, -2.03989], [4.06927, 3.79075, -2.08186], [3.14145, 1.76725, -3.19245], [1.60836, 3.48545, -2.34728], [4.82971, -1.01730, 1.23585], [3.20615, -0.44946, 1.58677], [4.60645, 0.58724, 1.93702], [4.47235, -1.57204, -0.97904], [3.67453, -0.54437, -2.15689], [2.77825, -1.22939, -0.80971], [6.22841, 0.02007, -0.47600], [5.91899, 1.69101, 0.00173], [5.60338, 1.16450, -1.65350], [4.82217, 4.04565, 0.56516], [5.02087, 2.73628, 1.72794], [4.34439, 4.27778, 2.24743], [2.41904, 4.91880, 0.07305], [2.03363, 4.91484, 1.79164], [1.01886, 4.01396, 0.66110], [2.98513, 1.56945, 2.76766], [1.36497, 2.08554, 2.32191], [2.41821, 3.17278, 3.23301], [5.04450, 3.35150, -1.86353], [3.91138, 4.61627, -1.38658], [4.12116, 4.21922, -3.08941], [4.11379, 1.27911, -3.16174], [3.08089, 2.31972, -4.13707], [2.37631, 0.99033, -3.21710], [1.33806, 4.23569, -1.60667], [0.77713, 2.78646, -2.43188], [1.71456, 3.99435, -3.31226], [-0.32741, -6.69664, -1.81542], [1.70348, -5.40096, -1.76950], [2.37083, -4.30768, -3.81764], [3.45020, -7.19793, -1.31418], [1.71584, -3.81603, 0.08153]], "lowdin_charge": [0.4625, -0.0499, -0.1266, 0.1342, -0.1453, -0.1571, -0.0319, -0.0395, -0.0390, -0.1567, -0.0280, -0.0440, -0.1007, 0.1148, -0.1549, 0.0988, 0.0988, 0.1082, 0.1046, 0.1052, 0.1089, 0.1029, 0.1151, -0.2718, 0.5631, -0.2527, -0.2580, -0.3974, -0.0067, -0.0067, -0.0097, 0.0079, -0.0204, 0.0134, -0.0004, -0.0062, -0.0050, -0.1889, -0.0975, -0.6202, -0.1185, -0.0922, 0.4595, 0.4733, -0.6272, -0.0956, -0.1132, -0.1193, -0.6240, -0.0975, -0.0974, -0.1217, 0.0922, 0.0819, 0.0586, 0.0934, 0.0631, -0.0073, 0.0880, 0.0619, 0.0605, 0.0638, 0.0617, 0.0821, 0.0581, 0.0815, 0.0728, 0.0584, 0.0478, 0.0810, 0.0667, 0.0581, 0.0831, 0.0648, 0.0854, 0.0880, 0.0543, 0.0548, 0.0831, -0.2673, -0.5383, -0.3183, -0.0893, -0.3740], "e_homo_ha": [-0.0457, -0.0465], "lumo_ev": [3.3, 3.3], "gap_ev": [4.5, 4.5], "energy_ha": -16010.055526, "spin_multiplicity": 1, "total_charge": -2}

---

{"formula": "C28H45BrN2OP2Zn", "method": "ωB97M-V/def2-TZVPD", "species": ["C", "C", "C", "C", "N", "C", "C", "C", "C", "C", "C", "C", "C", "C", "Zn", "P", "H", "H", "H", "H", "H", "H", "H", "H", "C", "C", "H", "H", "H", "H", "H", "C", "C", "H", "H", "H", "H", "H", "C", "C", "H", "H", "H", "H", "H", "Br", "P", "C", "C", "H", "H", "H", "H", "H", "C", "C", "H", "H", "H", "H", "H", "C", "C", "H", "H", "H", "H", "H", "C", "N", "C", "C", "O", "H", "H", "H", "H", "H", "H", "H"], "xyz": [[5.35079, -0.17332, -5.73015], [4.47092, 0.81686, -5.15274], [4.52350, 2.10603, -5.75338], [5.37952, 2.37572, -6.82800], [6.17365, 1.42385, -7.30652], [6.18882, 0.18199, -6.82331], [3.60962, 0.53459, -3.99307], [2.87407, 0.28330, -3.04049], [2.33093, 0.21167, -1.74441], [1.69397, -0.95415, -1.27901], [1.32667, -1.09129, 0.04313], [1.82385, -0.13233, 1.03015], [2.34387, 1.07887, 0.48498], [2.64395, 1.25171, -0.86329], [-0.23926, 0.79991, 0.43584], [-2.47496, -1.13036, 0.43830], [3.94062, 2.97797, -5.41894], [5.46522, -1.18243, -5.39629], [5.45923, 3.38212, -7.32809], [6.89123, -0.53918, -7.30399], [3.22943, 2.11741, -1.19866], [1.54461, -1.75310, -2.02811], [2.69483, 1.83919, 1.15758], [0.81383, -1.98898, 0.40012], [-3.85335, -1.28537, 1.67227], [-5.19675, -0.71765, 1.25189], [-3.52301, -0.82073, 2.61186], [-3.93609, -2.36494, 1.86487], [-5.86866, -0.81362, 2.11314], [-5.13509, 0.34715, 0.98535], [-5.66330, -1.25841, 0.41516], [-2.78363, 0.19796, -0.78357], [-2.69007, -0.13914, -2.25148], [-1.93597, 0.91565, -0.69394], [-3.70832, 0.69845, -0.48668], [-2.69445, 0.82380, -2.78324], [-1.73940, -0.63506, -2.47684], [-3.53421, -0.73259, -2.60152], [-2.66641, -2.67531, -0.51322], [-4.07693, -3.05681, -0.92968], [-2.23822, -3.47100, 0.10867], [-2.00872, -2.58924, -1.38109], [-3.98843, -3.94900, -1.56581], [-4.70177, -3.30510, -0.05790], [-4.57274, -2.27020, -1.52058], [2.50029, -0.62850, 2.67644], [-0.68068, 2.71261, 1.98011], [-2.29923, 2.49325, 1.30184], [-3.41978, 3.48820, 1.50230], [-2.60438, 1.51296, 1.75365], [-2.13265, 2.46088, 0.20969], [-4.21795, 3.24162, 0.78411], [-3.87530, 3.33760, 2.49776], [-3.05719, 4.49908, 1.33648], [-0.35508, 2.21800, 3.65298], [0.24618, 3.36428, 4.50338], [0.40424, 1.44864, 3.46394], [-1.32743, 1.87455, 4.07715], [0.46603, 2.96453, 5.50044], [1.18941, 3.73841, 4.11636], [-0.42350, 4.21715, 4.68994], [0.53619, 3.32439, 0.79810], [0.61780, 4.72227, 0.17384], [0.41809, 2.58936, -0.06489], [1.48500, 3.17965, 1.35180], [1.57346, 4.75622, -0.38425], [-0.15280, 4.84882, -0.60630], [0.66115, 5.47446, 0.98254], [0.67400, -5.52231, 1.76593], [1.01591, -4.65106, 2.88091], [2.03773, -5.02824, 3.82400], [0.36537, -3.45203, 2.95672], [-0.51863, -3.16607, 2.14661], [1.15003, -6.48081, 1.97275], [1.06044, -5.12406, 0.80724], [-0.41838, -5.64532, 1.65187], [2.87717, -4.34152, 3.72210], [1.64006, -4.93815, 4.82897], [2.31403, -6.05000, 3.57388], [0.70704, -2.77374, 3.79231]], "lowdin_charge": [0.0074, -0.1914, -0.0252, -0.1292, 0.0514, -0.1113, 0.1020, 0.0338, -0.2330, -0.0058, -0.1434, -0.7719, -0.2059, -0.0006, 0.7419, 0.9763, 0.1143, 0.0992, 0.1325, 0.1270, 0.1524, 0.1511, 0.0961, 0.0952, -0.3837, -0.1371, 0.0729, 0.0907, 0.0901, 0.0590, 0.0742, -0.4502, -0.1219, -0.0100, 0.0775, 0.0934, 0.0749, 0.0789, -0.4045, -0.1282, 0.0765, 0.0710, 0.0920, 0.0771, 0.0687, 0.9383, 0.9959, -0.4955, -0.1103, 0.0706, 0.0574, 0.0859, 0.0927, 0.0800, -0.3599, -0.1265, 0.0388, 0.1206, 0.0852, 0.0699, 0.0874, -0.4444, -0.0913, 0.0403, 0.0811, 0.0884, 0.0893, 0.0962, -0.0356, -0.1959, -0.0377, -0.3486, -0.0716, 0.0872, 0.0959, 0.0969, 0.0868, 0.0942, 0.0933, 0.1206], "de_lowest_kj_mol": 116.9, "e_homo_ha": -0.4855, "lumo_ev": -7.4, "gap_ev": 5.8, "energy_ha": -6313.951950, "spin_multiplicity": 1, "total_charge": 2}